# 1
18
Properties=species:S:1:pos:R:3:mulliken_charge:R:1 method="wB97M-V/def2-TZVPD" max_force_ev_per_a=3.032 lumo_ev=0.99 energy_ev=-8452.9869 spin_multiplicity=1
C 1.23103 -1.14756 -0.66000 -0.900
C 0.14916 -0.22165 0.71150 -0.216
C 1.40314 0.04244 0.00118 0.553
C -1.18060 0.01478 0.48128 0.251
C -1.46047 -1.32997 -0.01365 -0.515
C 0.07506 -1.63592 0.20525 0.081
C 2.34798 1.14028 -0.14981 -1.086
C -1.98851 1.27111 0.41713 -1.170
H 1.68284 -1.46570 -1.58478 0.381
H -2.03754 -1.96024 0.67239 0.230
H -2.00803 -1.24823 -1.06680 0.243
H 0.39870 -2.45199 0.79735 0.396
H 2.26294 1.40112 -1.17284 0.316
H 3.46350 0.71199 0.06849 0.237
H 2.12103 2.02694 0.40466 0.316
H -1.99803 1.68765 -0.67510 0.261
H -1.39082 2.06695 0.82605 0.339
H -3.07138 1.09802 0.73770 0.282

***

# 2
18
Properties=species:S:1:pos:R:3:mulliken_charge:R:1 method="wB97M-V/def2-TZVPD" max_force_ev_per_a=3.519 lumo_ev=-0.48 energy_ev=-8449.7967 spin_multiplicity=1
C -0.25290 -0.95720 -1.53902 -0.323
C 0.72040 -1.30553 -0.70619 -0.519
C -1.45724 -0.17083 -0.95701 -0.484
C -1.33560 1.35777 -0.60679 -0.241
C 0.76135 1.01917 0.55065 -0.294
C -0.41136 1.94579 0.38357 -0.704
C 0.91359 -0.57614 0.41452 0.711
C 1.33376 -1.26485 1.67425 -1.126
H -0.09382 -1.22055 -2.59171 0.373
H -2.32546 -0.15356 -1.80813 0.286
H -1.70873 -0.62149 0.07337 0.314
H -1.14969 1.97019 -1.57048 0.288
H -2.41761 1.52351 -0.44550 0.333
H 1.42236 1.33937 -0.36653 0.305
H 1.33380 1.42772 1.50889 0.249
H 1.77528 -0.49544 2.34671 0.321
H 2.21495 -1.96920 1.27864 0.251
H 0.67692 -1.84874 2.36076 0.261

***

# 3
18
Properties=species:S:1:pos:R:3:mulliken_spin:R:1 method="wB97M-V/def2-TZVPD" max_force_ev_per_a=6.696 lumo_ev="1.11 / -1.67" energy_ev=-8453.5742 spin_multiplicity=3 s_squared=2.032
C 1.99955 -1.43301 -0.28784 0.088
C 2.20685 -0.21744 0.25231 0.412
C 0.57990 -1.61285 -0.62477 0.420
C 1.02098 0.58725 0.11904 0.021
C 0.94943 1.88686 0.43755 0.506
C -0.01286 -0.28620 -0.51745 0.400
C -2.21291 0.11198 0.64482 0.047
C -1.43425 0.05178 -0.61699 0.059
H 2.67075 -2.27866 -0.50037 0.011
H 3.18001 0.26242 0.75157 -0.001
H -0.04720 -2.46274 -1.05578 0.010
H 1.93527 2.34668 0.83517 -0.002
H -0.01103 2.40567 0.23923 0.008
H -2.43923 -0.74474 1.16230 -0.003
H -3.16445 0.50321 0.36694 -0.003
H -1.67583 0.69827 1.34194 0.000
H -1.54235 0.87415 -1.29885 0.021
H -2.00264 -0.69263 -1.24883 0.007

***

# 4
23
Properties=species:S:1:pos:R:3:mulliken_charge:R:1 method="wB97M-V/def2-TZVPD" max_force_ev_per_a=5.720 smiles="C[N@@H+]1CC(Br)(Br)C2=C1N=C[C@@H](Br)C2" lumo_ev=-4.26 charge=+1 energy_ev=-221556.2890 spin_multiplicity=1
C -0.34165 -0.71692 2.14401 -0.979
N 0.21711 -1.11348 0.87831 0.275
C 1.64210 -1.17328 0.77122 -0.890
C 2.20856 0.39969 -0.09366 -0.229
Br 2.63925 1.55542 1.48086 -0.019
Br 3.68897 0.00499 -1.26406 0.026
C 0.89444 0.56163 -0.73207 1.003
C -0.17832 -0.18122 -0.28966 -0.077
N -1.46090 -0.23596 -0.84704 -0.536
C -1.81403 0.76084 -1.51348 -0.133
C -0.89627 1.91581 -1.87478 -0.488
Br -1.12941 3.05971 -0.30539 -0.035
C 0.63776 1.58127 -1.85534 -1.187
H -0.08843 -1.44203 2.86322 0.438
H -0.13925 0.24795 2.50865 0.360
H -1.49940 -0.82432 2.02173 0.354
H -0.23957 -2.02107 0.63211 0.464
H 2.02122 -1.85460 0.01129 0.493
H 2.35025 -1.23892 1.64195 0.371
H -2.92194 0.86187 -1.81601 0.330
H -1.23906 2.42342 -2.75677 0.574
H 0.93781 2.56863 -1.69668 0.378
H 1.07953 1.08012 -2.72872 0.507

***

# 5
23
Properties=species:S:1:pos:R:3:mulliken_charge:R:1 method="wB97M-V/def2-TZVPD" max_force_ev_per_a=5.480 lumo_ev=0.30 energy_ev=-39640.7940 spin_multiplicity=1
C 3.11095 -0.25883 0.87808 -0.636
O 2.31138 -1.15216 0.16705 -0.421
C 0.96081 -1.13770 0.28278 0.596
C 0.24332 -1.91695 -0.54348 -0.518
C -1.17537 -2.06366 -0.53184 -0.162
C -2.09072 -1.18215 -0.15169 0.074
Cl -3.84178 -1.38711 -0.17458 -0.171
C -1.77114 0.17497 0.43461 0.373
Cl -2.62280 0.60291 1.84193 -0.212
O -1.47131 1.16304 -0.38718 -0.336
C -2.31783 1.34476 -1.54674 -0.654
C 0.31172 -0.16193 1.12448 -0.417
O 0.16065 -0.64394 2.37586 -0.509
H 2.70421 -0.01827 1.89778 0.271
H 3.14222 0.66779 0.28489 0.274
H 4.15036 -0.57492 0.92838 0.264
H 0.70846 -2.78522 -1.10373 0.288
H -1.67856 -2.98023 -0.90048 0.331
H -2.06378 2.23286 -2.16043 0.253
H -3.37276 1.50254 -1.23682 0.290
H -2.14190 0.42347 -2.18575 0.290
H 0.53557 0.87144 0.99433 0.323
H -0.43850 -0.19166 3.06991 0.410

***

# 6
25
Properties=species:S:1:pos:R:3:mulliken_charge:R:1 method="wB97M-V/def2-TZVPD" max_force_ev_per_a=6.225 lumo_ev=0.15 energy_ev=-52540.4115 spin_multiplicity=1
H -3.21656 -1.47370 -1.79430 0.323
N -2.27234 -1.94537 -1.52150 -0.481
C -2.03296 -1.75687 -0.33307 -0.647
C -2.94740 -1.00401 0.58874 0.743
Cl -1.98223 0.05879 1.67887 -0.140
Cl -3.79386 -2.05266 1.71387 -0.139
Cl -4.13336 -0.04894 -0.28789 -0.162
H -1.11532 -2.26647 -0.05939 0.439
C -0.92963 1.20216 -1.84987 -1.058
C 0.33977 0.82048 -1.03538 0.487
C 1.48742 1.55735 -0.66830 -0.915
C 2.04665 0.82904 0.42541 1.028
C 3.28336 1.21940 1.10991 -1.518
N 1.26823 -0.26618 0.58468 0.301
C 1.50866 -1.37756 1.48618 0.131
O 0.75860 -2.34152 1.57576 -0.427
N 0.28468 -0.29998 -0.33779 -0.360
H -0.71035 0.86482 -2.86201 0.328
H -1.67752 0.56519 -1.55522 0.067
H -0.98164 2.18746 -1.98554 0.489
H 1.58760 2.61894 -0.87490 0.310
H 3.80823 0.41563 1.42460 0.438
H 3.73312 1.87702 0.40925 0.347
H 3.21635 1.75812 2.05130 0.301
H 2.47047 -1.14115 2.11658 0.113

***

# 7
21
Properties=species:S:1:pos:R:3:mulliken_charge:R:1 method="wB97M-V/def2-TZVPD" max_force_ev_per_a=5.993 smiles="CC[P@@](=O)(Cl)c1ccccc1" lumo_ev=0.60 energy_ev=-32317.2851 spin_multiplicity=1
C 0.70862 2.08506 -0.02012 -1.012
C 1.86046 1.27312 0.53503 -0.640
P 1.92781 -0.45882 -0.28987 0.890
O 2.50819 -0.49552 -1.79204 -0.690
Cl 3.10930 -1.68905 0.83790 -0.281
C 0.30653 -1.16472 -0.26091 0.183
C -0.23976 -1.45704 0.92973 -0.059
C -1.56843 -1.89862 0.94092 -0.426
C -2.20738 -2.05645 -0.25277 -0.300
C -1.54413 -1.93838 -1.44974 -0.660
C -0.36528 -1.25027 -1.49907 -0.505
H 1.04848 2.52298 -0.94111 0.325
H -0.17059 1.42013 -0.23845 0.240
H 0.33374 2.69988 0.74652 0.341
H 1.82044 1.25072 1.60686 0.403
H 2.76231 1.76791 0.30417 0.450
H 0.23748 -1.32082 1.98327 0.184
H -2.09532 -2.21565 1.95243 0.238
H -3.22190 -2.37023 -0.36783 0.373
H -2.10511 -2.17676 -2.30478 0.387
H 0.16267 -1.03921 -2.35901 0.559

***

# 8
20
Properties=species:S:1:pos:R:3:mulliken_charge:R:1 method="wB97M-V/def2-TZVPD" max_force_ev_per_a=4.085 smiles=CP(C)c1ccccc1Cl lumo_ev=0.84 energy_ev=-30267.9489 spin_multiplicity=1
C -1.30223 0.17324 -2.13807 -0.967
P -1.41494 1.09119 -0.47731 0.163
C -0.12238 2.44062 -0.98236 -1.220
C -0.23288 -0.06998 0.46481 0.398
C 1.12575 -0.04323 0.27743 -0.070
C 1.92932 -0.90759 1.01858 -0.548
C 1.32905 -1.80550 1.90131 -0.429
C -0.07334 -1.90013 2.01338 -0.605
C -0.89125 -1.01299 1.20774 0.254
Cl -2.55229 -1.21176 1.07386 -0.196
H -1.50202 0.93156 -2.89464 0.350
H -1.92367 -0.81958 -2.33613 0.278
H -0.28472 -0.35210 -2.14519 0.294
H -0.82881 3.25281 -1.48405 0.384
H 0.66303 2.09673 -1.66764 0.359
H 0.05441 2.96538 0.02501 0.362
H 1.50142 0.87440 -0.25313 0.125
H 3.02271 -0.82699 1.02417 0.346
H 1.92316 -2.51913 2.47165 0.345
H -0.42034 -2.35695 2.90055 0.376

***

# 9
20
Properties=species:S:1:pos:R:3:mulliken_charge:R:1 method="wB97M-V/def2-TZVPD" max_force_ev_per_a=4.004 smiles="C=C=C=C(F)F.C=C(C)C" lumo_ev=0.28 energy_ev=-13888.2969 spin_multiplicity=1
C -0.41682 3.89272 -2.88085 -1.175
C 0.29367 2.78999 -2.67179 0.407
C 0.91517 1.70356 -2.35520 1.094
C 1.57110 0.66532 -1.99082 -0.369
F 2.71144 0.49294 -1.41681 -0.222
F 1.11674 -0.56634 -2.27912 -0.250
H -0.01393 4.72349 -2.22609 0.176
H -1.19643 4.24176 -3.48824 0.347
C 0.96588 0.51407 1.14920 -1.045
C 0.63053 -0.77933 1.06255 1.034
C 1.62477 -1.84682 1.25877 -1.187
C -0.77328 -1.23037 0.71871 -1.476
H 1.97151 0.68483 1.54052 0.276
H 0.21950 1.41913 1.06010 0.262
H 2.17042 -1.63842 2.14962 0.419
H 2.11817 -2.04742 0.27943 0.240
H 0.98540 -2.72984 1.42755 0.335
H -1.32894 -1.58212 1.67419 0.297
H -0.84216 -1.91726 -0.07098 0.392
H -1.28881 -0.40333 0.32286 0.446

***

# 10
23
Properties=species:S:1:pos:R:3:mulliken_charge:R:1 method="wB97M-V/def2-TZVPD" max_force_ev_per_a=5.997 lumo_ev="-0.95 / -0.96" energy_ev=-19377.5345 spin_multiplicity=1
C 0.24302 -2.17451 -1.02071 -1.010
C -0.29581 -1.04440 -1.70386 -0.541
C -1.30442 -0.45083 -0.90119 0.083
C -1.43976 -1.23190 0.30192 -0.692
C -0.52343 -2.34695 0.19076 -0.312
Zr 0.83064 -0.46817 0.59203 1.025
N 0.98321 -1.61207 2.27969 -0.631
C 1.88048 0.96675 -1.23424 -0.891
C 0.97036 1.71422 -1.94504 -0.473
H -1.96636 0.37353 -1.19087 0.386
H -0.02307 -0.69009 -2.69190 0.627
H -2.22332 -1.10428 1.05701 0.400
H -0.50915 -3.20500 0.85733 0.401
H 1.00934 -2.84800 -1.39686 0.435
H 0.51621 1.35138 -2.87013 0.269
H 2.63252 1.36910 -0.52026 0.550
H 1.04138 -2.01414 3.20796 0.132
H 0.70655 2.72430 -1.63163 0.258
H 2.24594 -0.03804 -1.57649 0.454
F 0.09821 2.28384 2.06634 -0.286
C -0.63057 1.16703 1.70129 0.357
F -1.19264 0.69313 2.86861 -0.261
F -1.70063 1.68156 0.99262 -0.279

***

# 11
28
Properties=species:S:1:pos:R:3:mulliken_charge:R:1 method="wB97M-V/def2-TZVPD" max_force_ev_per_a=4.261 smiles="CCOC(=O)C(F)(F)F.CCOC(=O)C(F)(F)F" lumo_ev=0.53 energy_ev=-32952.7411 spin_multiplicity=1
C -0.44051 5.01993 3.96510 -1.137
C -0.38527 3.65863 4.55564 -0.191
O -1.38213 2.81675 3.99824 -0.294
C -1.09759 1.80321 3.15021 0.436
O 0.01150 1.31131 3.04135 -0.540
C -2.33361 1.37846 2.28215 0.853
F -3.33002 2.28897 2.26356 -0.236
F -1.89218 1.25199 1.08838 -0.243
F -2.78125 0.19077 2.67296 -0.243
H -1.46092 5.40106 3.92495 0.308
H 0.05816 5.05132 2.99637 0.300
H 0.07063 5.73024 4.61495 0.386
H -0.64353 3.76439 5.60930 0.269
H 0.59228 3.18407 4.47017 0.333
C 2.51857 -1.70812 -4.47022 -1.035
C 1.71026 -1.91076 -3.16800 -0.290
O 0.64237 -2.73219 -3.40954 -0.238
C 0.73808 -4.11928 -3.16511 0.348
O 1.74150 -4.79343 -3.21628 -0.482
C -0.69174 -4.73535 -2.98837 0.810
F -1.06051 -5.51539 -4.02134 -0.247
F -0.73313 -5.49384 -1.93558 -0.236
F -1.60546 -3.74779 -2.85982 -0.236
H 2.83040 -2.71296 -4.75511 0.318
H 3.33703 -1.01076 -4.29158 0.356
H 1.85791 -1.15381 -5.13682 0.264
H 1.38963 -0.91912 -2.84870 0.327
H 2.33966 -2.29842 -2.36695 0.341

***

# 12
20
Properties=species:S:1:pos:R:3:mulliken_charge:R:1 method="wB97M-V/def2-TZVPD" max_force_ev_per_a=2.488 lumo_ev="-0.99 / -0.99" energy_ev=-12656.9921 spin_multiplicity=1
C -4.50873 -0.27472 0.52705 0.065
C -5.33577 -0.17998 -0.45279 -0.587
C 2.72345 0.43547 -0.10721 -0.201
C -0.65484 -0.32348 0.68493 -0.142
C -1.71087 0.25490 0.03780 0.023
C 1.62764 -0.34461 0.07964 0.768
C 2.71848 1.91059 0.03309 -1.060
C 1.69468 -1.84389 -0.03578 -1.505
N 0.47423 0.28359 0.38444 -0.353
F -1.81881 1.55222 -0.15004 -0.154
H -5.06510 0.24112 -1.41121 0.263
H -6.36216 -0.51197 -0.37990 0.264
H 3.67686 -0.03679 -0.30321 0.326
H -0.74591 -1.35133 1.03370 0.342
H 1.69796 2.28167 0.01734 0.307
H 3.17225 2.19646 0.98444 0.251
H 3.30606 2.37281 -0.75727 0.334
H 2.68362 -2.16462 -0.34651 0.339
H 0.96148 -2.19329 -0.76345 0.373
H 1.46547 -2.30412 0.92493 0.349